No. 1
ORCA calculation (ωB97M-V/def2-TZVPD) on a cluster of 2 separate species, CH5OS in total.

Each line ends with the Löwdin charge.
Cartesian coordinates (Å):
S -0.85 0.92 1.67  -0.2690
O 1.19 -0.21 -1.24  -0.1935
C 0.51 -1.31 -1.93  -0.1637
H 0.71 -0.08 -0.38  -0.0062
H 0.50 -2.16 -1.27  0.0544
H -0.91 -0.34 1.51  -0.5627
H -0.51 -1.02 -2.24  0.0747
H 1.15 -1.52 -2.80  0.0660

Summary:
Charge: -1
ΔE to the lowest compared entry with this formula, charge and spin in kJ/mol: 43.7
E_tot in eV: -14001.3526



No. 2
ORCA calculation (ωB97M-V/def2-TZVPD) on a structure of composition HIOS.

Each line ends with the Löwdin charge.
Cartesian coordinates (Å):
I 2.25 -0.51 0.20  0.3588
S 0.44 1.09 0.20  0.1191
O -0.99 -0.33 -0.52  -0.4494
H -1.70 -0.26 0.12  -0.0285

Summary:
ΔE to the lowest compared entry with this formula, charge and spin in kJ/mol: 136.0
E_tot in eV: -20997.4414



No. 3
ORCA calculation (ωB97M-V/def2-TZVPD) on a structure of composition C2H10N3.

Each line ends with the Löwdin charge.
Cartesian coordinates (Å):
N 0.53 0.55 -0.30  0.0057
N -0.72 -1.50 -0.33  0.0947
N -1.94 0.81 0.03  0.0663
C 1.93 0.44 0.19  -0.0070
C -0.52 -0.32 0.37  -0.2231
H 2.44 -0.55 0.09  0.1277
H -0.18 -0.29 1.47  0.1793
H 2.47 1.13 -0.51  0.1220
H 0.23 1.51 -0.15  0.1641
H 2.09 0.85 1.18  0.0984
H -1.07 -2.37 0.18  0.1604
H -0.96 -1.45 -1.23  0.0393
H -2.38 0.99 0.92  0.0367
H 0.58 0.33 -1.25  0.1381
H -2.63 0.36 -0.48  -0.0025

Summary:
Charge: +1
ΔE to the lowest compared entry with this formula, charge and spin in kJ/mol: 282.7
E_tot in eV: -6698.1085



No. 4
ORCA calculation (ωB97M-V/def2-TZVPD) on a cluster of 2 separate species, C34H62NO3 in total.

Each line ends with the Löwdin charge.
Cartesian coordinates (Å):
O 0.07 0.40 -4.61  0.0838
O -1.22 2.12 -5.45  -0.0305
O 0.76 2.64 -4.19  0.0002
N 5.56 1.34 3.36  -0.2238
C 4.39 2.21 3.90  -0.0692
C -5.63 1.35 -3.41  -0.2043
C -4.91 -1.81 2.29  -0.2171
C -0.09 1.63 -4.70  -0.4040
C -3.69 2.45 -4.93  -0.1406
C -3.57 0.64 0.68  -0.1265
C -3.55 -3.40 -2.52  -0.1970
C -4.92 -1.14 -2.62  -0.1861
C 1.91 -0.61 -1.35  -0.0767
C -2.99 -4.41 -0.18  -0.2137
C 0.73 0.76 0.65  -0.0555
C -0.01 3.33 0.35  -0.0557
C -4.23 -3.22 1.90  -0.2041
C -4.38 2.35 -3.48  -0.2151
C 5.21 1.16 1.88  -0.0802
C -2.36 -4.00 -1.61  -0.2059
C 1.26 0.76 -0.84  -0.1681
C -2.91 -0.01 2.00  -0.2631
C -3.93 -0.75 2.98  -0.2094
C 0.53 3.30 -1.12  -0.0005
C 6.85 2.11 3.53  0.0180
C 3.70 1.13 1.85  -0.1693
C 3.31 2.21 2.83  -0.1478
C 7.56 -1.20 2.84  -0.2636
C -3.07 -3.13 0.80  -0.2107
C -5.30 -0.16 -3.86  -0.1916
C -3.45 -1.79 -2.71  -0.1960
C 6.79 -2.30 2.12  -0.0972
C 6.92 -0.75 4.15  -0.1837
C 1.73 2.11 -3.25  -0.1420
C 1.17 2.02 -1.73  -0.0877
C -2.42 1.42 -4.97  -0.1743
C 0.12 2.06 1.23  -0.0903
C 5.57 -0.01 4.10  -0.0939
H 7.66 1.57 3.04  0.0964
H 8.56 -1.58 3.06  0.1201
H -2.46 0.87 2.60  0.0894
H -2.95 0.34 -0.25  0.0611
H -4.38 2.11 -5.78  0.1163
H -5.03 -0.58 -1.62  0.0832
H -2.31 1.01 -3.91  0.1142
H -3.45 -3.90 -3.56  0.1146
H 2.57 2.90 -3.20  0.1450
H 3.29 3.19 2.34  0.1281
H 4.76 3.22 4.08  0.1290
H -2.05 -3.05 1.35  0.1112
H -0.46 4.26 0.82  0.0878
H 0.81 -0.16 1.32  0.1020
H -6.29 -0.59 -4.29  0.1117
H 0.44 4.27 -1.71  0.1063
H -0.24 2.01 2.33  0.0895
H 4.79 -0.64 3.66  0.1302
H 3.31 0.16 2.18  0.1150
H 4.04 1.79 4.85  0.1284
H 5.67 0.25 1.49  0.1172
H -3.91 -3.79 2.85  0.1161
H 5.29 0.20 5.13  0.1294
H 2.40 -0.54 -2.37  0.0721
H 2.31 2.05 3.25  0.1137
H -1.91 -4.92 -2.14  0.1073
H 6.77 -3.21 2.72  0.0848
H -6.42 1.77 -4.14  0.1166
H -2.89 -1.57 -3.68  0.1040
H 2.69 -0.98 -0.59  0.0753
H -5.07 -3.86 1.44  0.1086
H 1.10 -1.41 -1.42  0.0896
H -5.47 -1.43 1.37  0.0985
H 7.27 -2.53 1.17  0.0844
H -3.62 2.16 -2.62  0.1106
H -4.65 0.34 0.48  0.0553
H -3.29 -1.28 3.79  0.1155
H -2.31 -5.21 0.30  0.1093
H -5.73 -2.06 3.07  0.1146
H -1.54 -3.21 -1.42  0.1015
H -2.02 -0.66 1.65  0.0798
H 3.30 1.32 0.85  0.1061
H -4.55 0.03 3.56  0.1118
H -5.70 -2.00 -2.60  0.1068
H -6.02 1.31 -2.34  0.1052
H -4.04 -4.84 -0.24  0.0979
H -2.82 -1.33 -1.86  0.0781
H 7.64 -0.14 4.70  0.1106
H -3.25 3.50 -5.12  0.1237
H -3.53 1.79 0.74  0.0741
H 7.70 -0.35 2.15  0.0876
H 6.77 -1.64 4.77  0.1325
H -4.53 -0.25 -4.69  0.0902
H 7.04 2.22 4.60  0.1188
H -4.80 3.41 -3.25  0.1099
H 5.76 -2.01 1.91  0.0618
H 2.23 1.14 -3.58  0.1195
H -3.13 -2.17 0.16  0.0885
H -4.53 -3.73 -2.02  0.1021
H 5.60 2.03 1.34  0.1449
H 6.73 3.08 3.06  0.1122
H -2.64 0.55 -5.68  0.1273

Summary:
Charge: +1
ΔE to the lowest compared entry with this formula, charge and spin in kJ/mol: 620.7
E_tot in eV: -43882.5587



No. 5
ORCA calculation (ωB97M-V/def2-TZVPD) on a structure of composition C29H36BaCl2N4O2P2.

Each line ends with the Löwdin charge.
Cartesian coordinates (Å):
Ba -0.26 -0.58 5.99  1.7340
Cl -0.29 1.48 8.29  0.4603
Cl 0.14 -1.16 9.57  0.6429
P 1.43 -1.20 -3.34  1.0329
P -1.57 -0.58 -2.92  1.0097
O -2.24 -0.82 7.43  -0.4016
O -3.25 -0.63 9.48  0.0402
N -3.24 -0.98 -3.26  -0.2823
N 2.87 -0.22 -3.17  -0.2840
N -1.80 1.12 -2.66  -0.2720
N 2.13 -2.47 -4.33  -0.2717
C 1.11 2.59 3.63  -0.1913
C 4.18 1.35 -2.19  -0.0937
C -2.00 2.16 -3.58  -0.1520
C -1.05 0.14 9.34  -0.9042
C -2.31 -0.50 8.69  -0.7786
C -0.93 -0.52 -4.66  -0.3915
C 0.37 -0.07 2.22  -0.1847
C -4.93 -2.44 -3.67  -0.0925
C -1.26 2.02 4.50  -0.1851
C 1.41 0.11 3.28  -0.1826
C -4.19 -0.31 -4.03  -0.1305
C -1.83 3.07 -1.50  -0.0858
C 1.69 1.25 3.95  -0.1478
C -0.15 3.02 4.41  -0.1807
C -0.88 0.84 2.27  -0.2057
C 2.33 -3.76 -3.81  -0.1421
C 4.52 1.27 -3.59  -0.0900
C 2.80 -4.57 -4.83  -0.0934
C 2.23 -1.71 6.60  -0.4139
C 2.88 -3.77 -6.02  -0.0886
C 3.17 0.42 -1.96  -0.1481
C 2.46 -2.49 -5.69  -0.1511
C -2.03 3.36 -2.90  -0.0825
C -1.67 1.69 -1.39  -0.1359
C -5.25 -1.18 -4.29  -0.0893
C -3.70 -2.30 -3.05  -0.1524
C 3.70 0.31 -4.17  -0.1346
C 0.58 -0.20 -4.66  -0.3803
C -1.53 1.02 3.61  -0.1823
H 3.21 -4.10 -6.99  0.0931
H 0.95 2.74 2.55  0.1146
H -2.19 4.33 -3.34  0.0942
H -0.44 3.97 3.94  0.1291
H 3.64 -0.04 -5.19  0.0943
H -6.13 -0.96 -4.87  0.0893
H 2.04 -0.78 3.43  0.1127
H 3.07 -5.62 -4.74  0.0895
H -1.11 -1.53 -5.05  0.0893
H 2.63 0.16 -1.07  0.0790
H -3.09 -2.99 -2.49  0.0873
H 1.01 -0.37 -5.65  0.0619
H -1.30 0.58 10.31  0.0724
H 1.94 -1.37 7.60  -0.1648
H 1.78 -2.61 6.14  -0.1070
H -5.53 -3.33 -3.71  0.0838
H 0.05 -1.12 2.27  0.1183
H 0.76 0.86 -4.41  0.0878
H 2.53 1.27 4.66  0.1176
H -1.62 0.32 1.65  0.1039
H 0.78 0.10 1.21  0.1165
H -1.49 0.18 -5.29  0.0674
H -0.68 1.77 1.74  0.1047
H 5.26 1.87 -4.10  0.0919
H 1.87 3.32 3.94  0.1178
H 4.61 2.02 -1.47  0.0848
H -1.96 2.19 5.33  0.1104
H 3.05 -1.21 6.07  -0.0935
H -2.07 1.95 -4.64  0.0951
H -1.81 3.79 -0.70  0.0865
H 2.08 -3.96 -2.78  0.0921
H -4.04 0.72 -4.32  0.0896
H 2.33 -1.62 -6.31  0.0863
H 0.12 3.24 5.45  0.1069
H -1.46 1.06 -0.54  0.0678
H -2.43 0.41 3.77  0.1122

Summary:
ΔE to the lowest compared entry with this formula, charge and spin in kJ/mol: 0.0
E_tot in eV: -85026.2648



No. 6
ORCA calculation (ωB97M-V/def2-TZVPD) on a cluster of 2 separate species, C4H11NO3 in total.

Each line ends with the Löwdin charge.
Cartesian coordinates (Å):
O -1.75 -0.52 1.62  -0.1097
O 2.20 0.30 -0.60  -0.0608
O 0.35 -2.19 -1.21  -0.0261
N 1.25 -0.26 0.33  -0.0720
C 0.69 -1.91 0.09  -0.1312
C -0.32 1.95 -0.81  -0.0974
C -0.34 0.99 0.36  -0.2285
C -1.41 0.06 0.40  -0.3088
H 0.57 2.58 -0.76  0.0682
H -0.58 -1.92 -1.28  0.0997
H -2.22 0.11 -0.32  0.0941
H 1.59 -2.46 0.36  0.1089
H -1.85 0.15 2.31  0.0805
H -0.14 1.52 1.30  0.1173
H -0.09 -2.08 0.83  0.1008
H 2.16 -0.26 -1.39  0.0962
H -0.34 1.39 -1.75  0.0778
H -1.18 2.63 -0.78  0.0779
H 1.39 -0.05 1.31  0.1131

Summary:
ΔE to the lowest compared entry with this formula, charge and spin in kJ/mol: 701.5
SMILES: C/C=C/O.OCNO
E_tot in eV: -11952.8391



Quick rundown of max |F|, same order as above: 0.0462 0.0811 0.1312 0.0875 0.0400 0.0877 Eh/bohr
Quick rundown of HOMO energy, same order as above: -2.667 -9.391 -13.725 -10.953 -5.754 -6.295 eV